# 1
The following is a quantum chemistry calculation of a 2-piece molecular cluster, C4H10O4 overall, from OMol25.

Results
Total charge: 0
SMILES: CC(=O)OO.CCO
LUMO: 0.71 eV
DFT total energy: -12497.3301 eV
Relative energy (zero: lowest compared OMol25 entry of this formula, charge and spin): 75.5 kcal per mole
Highest occupied orbital energy: -10.14 eV

```
18
Properties=species:S:1:pos:R:3:lowdin_charge:R:1
C -0.366 -1.689 1.595 0.0255
C -1.109 -0.394 1.487 -0.5252
O -0.807 0.637 2.070 0.0811
O -2.191 -0.509 0.658 0.0002
O -2.692 0.850 0.387 0.0242
H -0.701 -2.393 0.828 0.0918
H 0.699 -1.501 1.433 0.0930
H -0.532 -2.125 2.582 0.0968
H -2.543 1.232 1.277 0.0899
C 1.225 -0.194 -1.940 -0.0766
C 1.005 0.900 -0.915 -0.3352
O 1.440 2.146 -1.435 -0.0799
H 1.496 -1.134 -1.448 0.0666
H 0.301 -0.378 -2.498 0.0747
H 2.002 0.071 -2.663 0.0786
H 1.570 0.690 -0.002 0.1067
H -0.056 0.981 -0.670 0.0950
H 1.259 2.811 -0.748 0.0928
```

=====

# 2
The following is a quantum chemistry calculation of a 2-piece molecular cluster, C4H11N2 overall, from OMol25.

Results
Total charge: +1
LUMO: -6.61 eV
DFT total energy: -7297.8710 eV
Relative energy (zero: lowest compared OMol25 entry of this formula, charge and spin): 71.0 kcal per mole
Highest occupied orbital energy: -13.50 eV

```
17
Properties=species:S:1:pos:R:3:lowdin_charge:R:1
C 1.296 -1.579 1.702 -0.0225
C 1.267 -0.410 0.760 0.0188
C 0.424 -0.390 -0.330 -0.0993
C 0.372 0.637 -1.242 -0.0696
N -0.445 0.621 -2.342 0.1410
N -2.282 0.836 1.075 0.0310
H 2.113 -1.408 2.391 0.0897
H 0.345 -1.649 2.219 0.1041
H 2.170 0.195 0.779 0.1393
H -2.496 1.827 0.975 0.0228
H -0.159 -1.291 -0.505 0.1478
H 1.047 1.493 -1.153 0.1517
H 0.003 0.990 -3.173 0.1235
H -1.402 0.941 -2.208 0.1412
H -1.387 0.691 0.635 -0.0598
H 1.419 -2.508 1.142 0.1167
H -2.283 0.633 2.071 0.0236
```

=====

# 3
The following is a quantum chemistry calculation of one molecule with the formula C3H3NS, from OMol25.

Results
Total charge: 0
LUMO (spin up / spin down): -1.02 / -1.70 eV
DFT total energy: -15480.0551 eV
Relative energy (zero: lowest compared OMol25 entry of this formula, charge and spin): 85.4 kcal per mole
Highest occupied orbital energy (spin up / spin down): -9.11 / -8.48 eV

```
8
Properties=species:S:1:pos:R:3:lowdin_charge:R:1
C 1.831 -1.996 -1.191 -0.4031
C -1.102 0.555 -0.034 -0.3081
C 1.946 -1.286 -0.045 -0.2796
N 1.649 -2.674 -2.115 0.1465
S 0.502 -0.012 0.442 0.8405
H -1.580 1.034 0.788 -0.0160
H -1.594 0.228 -0.924 -0.0040
H 2.815 -0.841 0.381 0.0237
```

=====

# 4
The following is a quantum chemistry calculation of a 2-piece molecular cluster, C6H13N3O2 overall, from OMol25.

Results
Total charge: 0
SMILES: C1=NOCCC1.CO/C=N/N
LUMO: 0.84 eV
DFT total energy: -14994.2642 eV
Relative energy (zero: lowest compared OMol25 entry of this formula, charge and spin): 87.3 kcal per mole
Highest occupied orbital energy: -8.27 eV

```
24
Properties=species:S:1:pos:R:3:lowdin_charge:R:1
C 1.664 -2.284 0.787 -0.1441
N 1.906 -1.183 0.182 0.0725
O 0.862 -0.783 -0.657 -0.1811
C -0.435 -1.046 -0.182 -0.2547
C -0.623 -2.538 -0.183 -0.1705
C 0.394 -3.076 0.830 -0.1694
H 2.500 -2.665 1.386 0.1164
H -1.124 -0.514 -0.855 0.1331
H -0.569 -0.654 0.839 0.1244
H -0.399 -2.901 -1.199 0.1236
H -1.665 -2.802 0.090 0.1219
H 0.017 -2.976 1.846 0.1148
H 0.633 -4.150 0.698 0.1211
C 0.573 1.721 1.082 -0.0863
O 1.063 2.804 0.275 -0.0959
C 0.166 3.138 -0.664 -0.2558
N -0.973 2.557 -0.741 -0.0466
N -1.858 3.114 -1.673 -0.0321
H 0.503 0.822 0.444 0.0379
H -0.386 2.030 1.537 0.0958
H 1.288 1.611 1.885 0.0892
H 0.470 3.988 -1.307 0.1446
H -1.406 3.345 -2.571 0.0773
H -2.600 2.442 -1.850 0.0639
```

=====

Q: Among the records above, which one has the highest total charge?
A: C4H11N2

=====

Q: The highest relative energy (zero: lowest compared OMol25 entry of this formula, charge and spin) belongs to which entry?
A: C6H13N3O2

=====

Repeat the first record exactly.
The following is a quantum chemistry calculation of a 2-piece molecular cluster, C4H10O4 overall, from OMol25.

Results
Total charge: 0
SMILES: CC(=O)OO.CCO
LUMO: 0.71 eV
DFT total energy: -12497.3301 eV
Relative energy (zero: lowest compared OMol25 entry of this formula, charge and spin): 75.5 kcal per mole
Highest occupied orbital energy: -10.14 eV

```
18
Properties=species:S:1:pos:R:3:lowdin_charge:R:1
C -0.366 -1.689 1.595 0.0255
C -1.109 -0.394 1.487 -0.5252
O -0.807 0.637 2.070 0.0811
O -2.191 -0.509 0.658 0.0002
O -2.692 0.850 0.387 0.0242
H -0.701 -2.393 0.828 0.0918
H 0.699 -1.501 1.433 0.0930
H -0.532 -2.125 2.582 0.0968
H -2.543 1.232 1.277 0.0899
C 1.225 -0.194 -1.940 -0.0766
C 1.005 0.900 -0.915 -0.3352
O 1.440 2.146 -1.435 -0.0799
H 1.496 -1.134 -1.448 0.0666
H 0.301 -0.378 -2.498 0.0747
H 2.002 0.071 -2.663 0.0786
H 1.570 0.690 -0.002 0.1067
H -0.056 0.981 -0.670 0.0950
H 1.259 2.811 -0.748 0.0928
```

=====

Q: The highest relative energy (zero: lowest compared OMol25 entry of this formula, charge and spin) belongs to which entry?
A: C6H13N3O2